Entry 1:
{
  "formula": "C39H31F9N3NiOP",
  "method": "the ωB97M-V functional and the def2-TZVPD basis",
  "elements": ["Ni", "O", "C", "N", "C", "C", "C", "C", "C", "C", "N", "C", "C", "C", "C", "C", "N", "H", "H", "H", "H", "H", "H", "H", "H", "H", "H", "C", "C", "C", "C", "C", "C", "H", "H", "H", "H", "H", "H", "H", "H", "H", "F", "C", "F", "F", "C", "C", "C", "C", "C", "C", "P", "C", "C", "C", "C", "C", "C", "C", "F", "F", "F", "C", "C", "C", "C", "C", "C", "C", "F", "F", "F", "H", "H", "H", "H", "H", "H", "H", "H", "H", "H", "H", "H"],
  "positions_angstrom": [[-0.6173, 0.1167, -0.3358], [-0.8398, 0.4661, -4.3186], [-0.7503, 0.1285, -3.1404], [-0.8074, 0.8971, -2.0569], [-1.1412, 2.2850, -2.1778], [-1.3590, 2.8202, -0.7886], [-1.7999, 4.1145, -0.5439], [-1.9438, 4.5431, 0.7610], [-1.6504, 3.6650, 1.7970], [-1.2306, 2.3903, 1.4840], [-1.0806, 1.9778, 0.2177], [-0.6098, -1.3211, -2.7387], [-0.5631, -2.3414, -3.6685], [-0.4785, -3.6472, -3.2129], [-0.4549, -3.8845, -1.8461], [-0.5073, -2.8097, -0.9771], [-0.5755, -1.5534, -1.4185], [-2.0448, 2.4334, -2.7806], [-0.3586, 2.8728, -2.6794], [-2.0231, 4.7666, -1.3778], [-2.2856, 5.5481, 0.9721], [-1.7596, 3.9578, 2.8316], [-1.0304, 1.6388, 2.2374], [-0.5977, -2.0799, -4.7169], [-0.4348, -4.4729, -3.9114], [-0.3961, -4.8900, -1.4535], [-0.5158, -2.9259, 0.0990], [-1.2147, -3.3903, 3.6134], [-1.4264, -1.8753, 3.7340], [-2.8694, -1.5965, 4.1750], [-0.4544, -1.3074, 4.7769], [-1.1744, -1.2397, 2.4280], [-0.9609, -0.7161, 1.3516], [-1.4029, -3.8784, 4.5728], [-0.1894, -3.6112, 3.3096], [-1.8917, -3.8145, 2.8704], [-3.0623, -2.0524, 5.1493], [-3.5772, -2.0045, 3.4526], [-3.0460, -0.5228, 4.2529], [-0.6252, -1.7756, 5.7494], [-0.5913, -0.2299, 4.8838], [0.5800, -1.4895, 4.4797], [6.5435, 4.1375, -2.6334], [5.5310, 3.6315, -3.3631], [6.0928, 2.9630, -4.3872], [4.8607, 4.6688, -3.8848], [4.6538, 2.7347, -2.5356], [5.2322, 1.6197, -1.9349], [4.4534, 0.7755, -1.1679], [3.0920, 1.0327, -0.9952], [2.5309, 2.1485, -1.6013], [3.3082, 3.0055, -2.3723], [1.9948, 0.0106, 0.0615], [2.5009, -1.6871, -0.3608], [2.8157, -2.0263, -1.6773], [3.0224, -3.3476, -2.0326], [2.9174, -4.3457, -1.0729], [2.5932, -4.0278, 0.2362], [2.3747, -2.7035, 0.5856], [3.1044, -5.7738, -1.4946], [4.2078, -5.9357, -2.2449], [3.2025, -6.6104, -0.4512], [2.0657, -6.2043, -2.2454], [2.7628, 0.3118, 1.6969], [2.2165, 1.3531, 2.4400], [2.7566, 1.7141, 3.6654], [3.8490, 1.0196, 4.1569], [4.4073, -0.0229, 3.4276], [3.8681, -0.3714, 2.2018], [4.4325, 1.3548, 5.5001], [3.9895, 2.5301, 5.9719], [4.1237, 0.4190, 6.4190], [5.7752, 1.4218, 5.4560], [6.2879, 1.4215, -2.0697], [4.9054, -0.0904, -0.6988], [1.4733, 2.3420, -1.4742], [2.8658, 3.8710, -2.8453], [2.8907, -1.2556, -2.4350], [3.2625, -3.6034, -3.0568], [2.4999, -4.8088, 0.9785], [2.0860, -2.4627, 1.6021], [1.3590, 1.8903, 2.0532], [2.3280, 2.5270, 4.2350], [5.2670, -0.5538, 3.8161], [4.3152, -1.1796, 1.6373]],
  "atomic_forces_ev_per_a": [[-0.6, 0.0, -0.1], [0.0, 0.0, 0.0], [-0.1, 0.1, 0.0], [0.2, -0.1, 0.0], [0.0, 0.0, 0.0], [0.2, 0.0, 0.0], [0.0, 0.0, 0.0], [0.0, 0.0, 0.0], [0.0, 0.0, 0.0], [-0.1, -0.1, 0.0], [-0.1, 0.0, 0.1], [0.1, 0.0, 0.0], [0.0, 0.0, 0.0], [0.0, 0.0, 0.0], [0.0, 0.0, -0.1], [-0.1, 0.1, 0.0], [-0.1, 0.0, 0.1], [0.0, 0.0, 0.0], [0.0, 0.0, 0.0], [0.0, 0.0, 0.0], [0.0, 0.0, 0.0], [0.0, 0.0, 0.0], [0.0, 0.0, 0.0], [0.0, 0.0, 0.0], [0.0, 0.0, 0.0], [0.0, 0.0, 0.0], [0.0, 0.0, 0.0], [0.0, 0.0, 0.0], [0.0, 0.0, 0.0], [0.0, 0.0, 0.0], [0.0, 0.0, 0.0], [0.1, 0.0, 0.0], [0.3, 0.0, 0.1], [0.0, 0.0, 0.0], [0.0, 0.0, 0.0], [0.0, 0.0, 0.0], [0.0, 0.0, 0.0], [0.0, 0.0, 0.0], [0.0, 0.0, 0.0], [0.0, 0.0, 0.0], [0.0, 0.0, 0.0], [0.0, 0.0, 0.0], [0.0, 0.0, 0.0], [0.0, 0.0, 0.0], [0.0, 0.0, 0.0], [0.0, 0.0, 0.0], [0.0, 0.0, 0.0], [0.0, 0.0, 0.0], [0.0, 0.0, 0.0], [0.0, 0.0, 0.0], [0.0, 0.0, 0.0], [0.0, 0.0, 0.0], [0.1, 0.1, -0.1], [0.0, 0.0, 0.1], [0.0, 0.0, 0.0], [0.0, 0.0, 0.0], [0.0, 0.0, 0.0], [0.0, 0.0, 0.0], [0.0, 0.0, 0.0], [0.0, 0.0, 0.0], [0.0, 0.0, 0.0], [0.0, 0.0, 0.0], [0.0, 0.0, 0.0], [0.0, 0.0, 0.0], [0.0, 0.0, 0.0], [0.0, 0.0, 0.0], [0.0, 0.0, 0.0], [0.0, 0.0, 0.0], [0.0, 0.0, 0.0], [0.0, 0.0, 0.0], [0.0, 0.0, 0.0], [0.0, 0.0, 0.0], [0.0, 0.0, 0.0], [0.0, 0.0, 0.0], [0.0, 0.0, 0.0], [0.0, 0.0, 0.0], [0.0, 0.0, 0.0], [0.0, 0.0, 0.0], [0.0, 0.0, 0.0], [0.0, 0.0, 0.0], [0.0, 0.0, 0.0], [0.0, 0.0, 0.0], [0.0, 0.0, 0.0], [0.0, 0.0, 0.0], [0.0, 0.0, 0.0]],
  "relative_energy_kj_mol": 0.0,
  "charge": 0,
  "largest_force_ev_per_a": 0.6,
  "orbital_gap_ev": [8.14, 7.93]
}


Entry 2:
{
  "formula": "C39H32BrCl6InN2O12Te",
  "method": "the ωB97M-V functional and the def2-TZVPD basis",
  "elements": ["In", "C", "C", "C", "C", "C", "C", "C", "Br", "C", "O", "C", "C", "C", "C", "C", "C", "H", "H", "H", "H", "H", "H", "H", "H", "H", "H", "H", "H", "H", "H", "H", "H", "H", "H", "H", "H", "Cl", "C", "C", "C", "Cl", "C", "Cl", "C", "Cl", "C", "Cl", "O", "C", "O", "C", "C", "C", "C", "C", "C", "O", "N", "O", "O", "N", "O", "O", "H", "H", "O", "Cl", "O", "O", "O", "Te", "C", "C", "C", "C", "C", "C", "C", "C", "C", "C", "C", "C", "H", "H", "H", "H", "H", "H", "H", "H", "H", "H"],
  "positions_angstrom": [[0.2177, -0.4152, -0.4203], [6.9175, 4.2138, 0.8186], [5.5488, 4.2557, 1.4976], [4.8052, 5.5037, 1.0040], [5.7728, 4.3704, 3.0117], [4.7106, 3.0204, 1.1894], [3.4661, 2.8610, 1.7869], [2.6920, 1.7674, 1.4820], [0.9851, 1.6506, 2.2991], [3.0571, 0.7409, 0.5770], [2.2792, -0.2911, 0.3514], [4.3126, 0.9288, -0.0543], [5.0829, 2.0428, 0.2838], [4.9283, 0.0116, -1.1234], [4.0373, -1.1472, -1.5601], [5.2275, 0.8430, -2.3869], [6.2318, -0.5971, -0.5794], [7.4944, 5.0969, 1.1016], [6.8276, 4.2098, -0.2676], [7.4841, 3.3300, 1.1146], [5.3861, 6.4062, 1.2094], [3.8384, 5.6026, 1.4964], [4.6222, 5.4429, -0.0686], [6.3695, 5.2564, 3.2434], [6.2952, 3.4919, 3.3930], [4.8285, 4.4519, 3.5482], [3.0764, 3.5928, 2.4808], [6.0355, 2.1424, -0.2135], [3.0501, -0.8055, -1.8555], [3.9089, -1.8837, -0.7667], [4.5043, -1.6469, -2.4127], [4.3236, 1.3446, -2.7356], [5.5795, 0.1815, -3.1824], [5.9966, 1.5976, -2.2242], [6.0327, -1.2005, 0.3077], [6.9587, 0.1689, -0.3085], [6.6846, -1.2434, -1.3346], [-1.2668, -1.2910, 2.3353], [-2.0965, 0.0232, 1.5616], [-1.5155, 0.5807, 0.4361], [-2.1888, 1.6619, -0.1228], [-1.5296, 2.4970, -1.4796], [-3.3957, 2.1291, 0.3983], [-4.2155, 3.4641, -0.3292], [-3.9539, 1.5229, 1.5144], [-5.4506, 2.0891, 2.1642], [-3.2928, 0.4591, 2.1133], [-3.9670, -0.2930, 3.5151], [2.0416, 2.1232, -3.2993], [1.4997, 1.1026, -2.8942], [1.0318, 0.9807, -1.7132], [1.4138, -0.0822, -3.8293], [1.5946, 0.2004, -5.1618], [1.6515, -0.8189, -6.1149], [1.6279, -2.1443, -5.7384], [1.4923, -2.4348, -4.4021], [1.2349, -1.4422, -3.3848], [0.8514, -1.7770, -2.2175], [1.6257, -3.8482, -4.0622], [1.9985, -4.1636, -2.9505], [1.4128, -4.6583, -4.9468], [1.8094, -0.4954, -7.5142], [1.9164, -1.4172, -8.3145], [1.8464, 0.6814, -7.8381], [1.7147, 1.2334, -5.4503], [1.7369, -2.9398, -6.4601], [-2.7534, -2.5762, -2.8766], [-2.5447, -1.5172, -1.9360], [-1.6419, -0.5272, -2.4844], [-3.7909, -0.9087, -1.5845], [-1.9122, -2.0574, -0.7287], [1.4858, -2.9855, 0.1838], [1.3416, -3.3436, 2.2670], [2.4553, -3.0931, 3.0593], [2.3997, -3.2934, 4.4319], [1.2340, -3.7563, 5.0205], [0.1213, -4.0152, 4.2322], [0.1728, -3.8082, 2.8625], [0.3643, -4.7180, -0.2942], [-0.5963, -4.6908, -1.2925], [-1.2563, -5.8594, -1.6438], [-0.9563, -7.0538, -1.0083], [0.0174, -7.0815, -0.0198], [0.6828, -5.9166, 0.3312], [3.3671, -2.7188, 2.6103], [3.2709, -3.0826, 5.0396], [1.1888, -3.9105, 6.0915], [-0.7969, -4.3693, 4.6842], [-0.6981, -4.0155, 2.2524], [-0.8336, -3.7687, -1.8032], [-2.0062, -5.8195, -2.4228], [-1.4727, -7.9648, -1.2860], [0.2674, -8.0125, 0.4741], [1.4456, -5.9502, 1.0990]],
  "atomic_forces_ev_per_a": [[0.5, -0.1, -0.9], [0.0, 0.0, 0.0], [0.0, 0.0, 0.0], [0.0, 0.0, 0.0], [0.0, 0.0, 0.0], [-0.1, 0.0, 0.0], [0.0, 0.0, 0.0], [0.0, -0.2, -0.1], [0.0, 0.0, 0.2], [0.1, 0.3, -0.2], [-0.3, 0.0, 0.5], [0.1, 0.0, 0.1], [0.0, -0.1, 0.0], [0.0, -0.1, 0.0], [0.0, -0.1, 0.0], [-0.1, -0.1, 0.0], [0.0, 0.1, -0.1], [0.0, 0.0, 0.0], [0.0, 0.0, -0.1], [0.0, 0.0, 0.0], [0.0, 0.1, 0.0], [0.0, 0.0, 0.0], [0.0, 0.0, 0.0], [0.0, 0.0, 0.0], [0.0, 0.0, 0.0], [0.0, 0.0, 0.0], [0.0, 0.0, 0.0], [0.1, 0.0, 0.0], [0.2, 0.0, 0.0], [0.1, 0.1, -0.1], [0.0, 0.0, 0.0], [0.0, 0.0, 0.0], [0.0, 0.0, 0.0], [0.0, 0.1, 0.1], [0.0, 0.0, 0.0], [0.0, 0.0, 0.0], [0.0, 0.0, -0.1], [-0.1, 0.1, 0.0], [0.1, -0.3, 0.2], [-0.3, 0.1, 0.0], [0.1, 0.1, -0.1], [0.0, 0.0, 0.0], [-0.1, 0.1, 0.0], [0.0, 0.0, 0.0], [0.0, 0.0, 0.0], [0.0, 0.0, 0.0], [-0.1, 0.0, 0.0], [0.0, 0.0, 0.0], [0.0, 0.2, -0.2], [0.0, 0.0, 0.1], [0.0, 0.3, 0.2], [0.0, -0.1, -0.2], [0.0, -0.2, 0.0], [0.0, 0.2, -0.1], [0.1, 0.1, 0.1], [-0.1, 0.0, 0.3], [-0.3, 0.0, -0.2], [0.2, 0.2, 0.0], [0.0, 0.2, 0.1], [0.1, 0.1, 0.2], [-0.1, -0.4, -0.3], [0.1, 0.0, 0.1], [0.0, 0.1, -0.1], [0.0, 0.0, -0.1], [0.0, 0.0, 0.0], [0.0, 0.1, 0.0], [0.0, -0.2, -0.2], [0.0, 0.0, 0.1], [-0.1, 0.1, 0.0], [-0.2, 0.1, 0.1], [0.1, 0.1, 0.0], [-0.1, -0.5, 0.2], [0.1, 0.0, -0.1], [0.0, 0.1, 0.1], [0.1, 0.0, 0.0], [0.0, 0.0, 0.1], [0.0, 0.0, 0.0], [0.0, -0.2, 0.0], [0.1, 0.1, 0.0], [0.0, 0.1, -0.1], [0.0, 0.0, 0.0], [0.0, 0.0, 0.0], [0.0, 0.0, 0.0], [0.0, -0.1, 0.1], [0.0, 0.0, 0.0], [0.0, 0.0, 0.0], [0.0, 0.0, 0.0], [0.0, 0.0, 0.0], [0.0, 0.0, 0.0], [0.0, -0.1, 0.0], [0.0, 0.0, 0.0], [0.0, 0.0, 0.0], [0.0, 0.0, 0.0], [0.0, 0.0, 0.0]],
  "relative_energy_kj_mol": 64.5,
  "charge": -2,
  "largest_force_ev_per_a": 1.0,
  "orbital_gap_ev": 7.04
}